Record 1
74
Properties=species:S:1:pos:R:3:mulliken_charge:R:1 method="wB97M-V/def2-TZVPD" homo_ha=-0.33891 relative_energy_ev=0.000 smiles="O=C1OC(=O)C(Cl)=C1F.C1CCOC1.C1CCOC1.C1CCOC1.C1CCOC1.C1CCOC1" lumo_ev=-0.91
O -0.34 -1.95 -7.45 -0.48
C 0.16 -2.00 -6.38 0.45
O 0.01 -3.06 -5.51 -0.30
C 0.87 -2.90 -4.43 0.31
O 1.03 -3.74 -3.61 -0.48
C 1.49 -1.54 -4.54 0.61
Cl 2.51 -0.89 -3.38 -0.14
C 1.07 -1.03 -5.69 0.35
F 1.35 0.11 -6.24 -0.33
C -1.62 1.27 -0.12 -0.08
C -0.64 2.27 -0.74 -0.71
C 0.58 1.38 -0.97 -0.41
O 0.07 0.07 -1.22 -0.34
C -1.32 0.01 -0.91 -0.39
H -2.66 1.58 -0.19 0.41
H -1.39 1.11 0.94 -0.13
H -1.03 2.65 -1.68 0.30
H -0.41 3.12 -0.09 0.35
H 1.21 1.35 -0.07 0.25
H 1.19 1.69 -1.81 0.30
H -1.90 -0.04 -1.84 0.28
H -1.50 -0.90 -0.33 0.15
C 0.52 -3.36 2.91 -0.38
C 0.05 -2.68 1.62 0.12
C 1.20 -1.73 1.34 0.22
O 2.38 -2.36 1.85 -0.48
C 2.02 -3.48 2.65 -0.67
H 0.05 -4.32 3.10 0.43
H 0.34 -2.71 3.77 0.09
H -0.05 -3.41 0.82 0.30
H -0.91 -2.16 1.73 -0.25
H 1.05 -0.77 1.87 0.01
H 1.33 -1.51 0.28 0.03
H 2.25 -4.40 2.11 0.30
H 2.61 -3.46 3.56 0.31
C -2.66 -1.82 4.42 0.01
C -2.08 -0.75 5.34 -0.55
C -1.62 0.30 4.34 -0.09
O -2.52 0.22 3.23 -0.41
C -3.31 -0.97 3.33 -0.54
H -3.36 -2.49 4.91 0.43
H -1.85 -2.43 3.99 -0.33
H -2.86 -0.34 5.98 0.22
H -1.26 -1.11 5.97 0.41
H -0.60 0.10 3.98 0.07
H -1.64 1.32 4.74 0.15
H -4.33 -0.70 3.61 0.34
H -3.33 -1.46 2.36 0.27
C -2.83 3.91 8.27 -0.56
C -1.88 4.94 7.66 -0.55
C -0.65 4.09 7.37 -0.40
O -1.14 2.78 7.07 -0.40
C -2.52 2.68 7.43 -0.31
H -3.88 4.20 8.21 0.34
H -2.58 3.73 9.31 0.26
H -2.29 5.34 6.73 0.27
H -1.66 5.78 8.33 0.35
H 0.01 4.03 8.25 0.25
H -0.07 4.44 6.52 0.26
H -3.12 2.67 6.51 0.22
H -2.68 1.75 7.96 0.29
C 2.93 0.18 -10.63 -0.53
C 3.69 -1.10 -10.30 -0.49
C 4.56 -0.65 -9.13 -0.41
O 3.80 0.35 -8.44 -0.40
C 2.68 0.75 -9.23 -0.29
H 2.00 0.01 -11.17 0.32
H 3.55 0.86 -11.21 0.27
H 3.00 -1.88 -9.98 0.24
H 4.28 -1.48 -11.13 0.34
H 5.50 -0.20 -9.48 0.27
H 4.79 -1.45 -8.43 0.26
H 1.77 0.34 -8.80 0.13
H 2.62 1.84 -9.22 0.30



Record 2
75
Properties=species:S:1:pos:R:3:mulliken_charge:R:1 method="wB97M-V/def2-TZVPD" homo_ha=-0.50244 relative_energy_ev=0.000 charge=+2 lumo_ev=-6.60
Pt -0.40 0.08 0.06 0.86
C -2.65 2.99 2.20 -1.99
C -1.88 2.19 1.20 1.17
N -1.36 1.05 1.46 0.64
N -1.42 0.46 2.70 -0.70
C -0.86 -0.77 2.85 0.77
N -0.92 -1.30 4.07 -0.35
S -0.17 -1.64 1.55 -0.73
C -1.67 2.62 -0.20 0.69
C -2.06 3.85 -0.70 -0.96
C -1.84 4.14 -2.04 -0.67
C -1.24 3.19 -2.85 -1.09
C -0.85 1.99 -2.28 -0.20
N -1.04 1.71 -1.00 -0.09
H -3.35 2.34 2.74 0.46
H -3.24 3.76 1.73 0.46
H -1.98 3.47 2.92 0.37
H -1.79 0.99 3.47 0.34
H -1.39 -0.87 4.84 0.21
H -0.52 -2.21 4.22 0.23
H -2.54 4.57 -0.06 0.44
H -2.14 5.10 -2.44 0.47
H -1.07 3.37 -3.90 0.50
H -0.36 1.22 -2.87 0.58
C 3.93 -0.77 -0.75 -1.38
Si 2.59 0.44 -1.22 0.42
C 2.87 1.31 -2.85 -1.18
C 2.40 1.77 0.06 -0.70
N 1.03 -0.53 -1.38 -0.03
C 0.87 -1.41 -2.30 1.61
C 1.93 -1.84 -3.21 -0.93
C 1.69 -2.75 -4.16 -0.79
C 0.39 -3.37 -4.36 -0.86
C -0.64 -3.07 -3.57 -0.76
C -0.50 -2.08 -2.48 0.29
N -1.42 -1.74 -1.69 0.45
Si -3.12 -2.16 -1.46 -0.03
C -4.00 -2.77 -2.98 -1.30
C -3.94 -0.56 -0.93 -0.79
C -3.11 -3.42 -0.08 -1.04
H 4.59 -0.31 -0.01 0.41
H 4.55 -1.06 -1.60 0.46
H 3.51 -1.68 -0.31 0.40
H 3.92 1.63 -2.89 0.45
H 2.27 2.22 -2.91 0.31
H 2.68 0.72 -3.74 0.44
H 3.19 2.50 -0.12 0.53
H 2.50 1.39 1.08 -0.23
H 1.44 2.29 0.00 0.24
H 2.92 -1.44 -3.09 0.23
H 2.51 -3.06 -4.80 0.46
H 0.28 -4.11 -5.14 0.44
H -1.60 -3.54 -3.69 0.30
H -3.85 -2.11 -3.84 0.39
H -5.07 -2.77 -2.76 0.37
H -3.73 -3.79 -3.26 0.39
H -3.99 0.15 -1.76 0.26
H -3.41 -0.10 -0.10 0.00
H -4.96 -0.76 -0.61 0.49
H -2.13 -3.89 0.03 0.33
H -3.84 -4.21 -0.28 0.43
H -3.37 -2.97 0.88 0.29
C 3.26 1.22 4.84 -0.63
C 3.66 -0.22 4.51 -0.70
C 2.89 -0.50 3.22 0.08
O 1.84 0.48 3.13 -0.08
C 1.83 1.26 4.33 -0.45
H 3.88 1.93 4.29 0.28
H 3.33 1.45 5.91 0.39
H 3.35 -0.89 5.31 0.29
H 4.74 -0.33 4.37 0.35
H 2.44 -1.50 3.22 0.27
H 3.51 -0.41 2.33 -0.16
H 1.14 0.82 5.06 0.24
H 1.49 2.26 4.07 0.30



Record 3
90
Properties=species:S:1:pos:R:3:mulliken_charge:R:1 method="wB97M-V/def2-TZVPD" homo_ha=-0.37971 relative_energy_ev=0.000 smiles="CCOS(C)(=O)=O.CCOS(C)(=O)=O.O=C1OCCO1.O=C1OCCO1.O=C1OCCO1.O=C1OCCO1.O=C1OCCO1.O=C1OCCO1" lumo_ev=-0.10
O 2.52 0.97 -4.24 -0.71
S 1.28 0.33 -4.05 1.02
O 0.80 -0.11 -2.79 -0.25
O 0.27 1.38 -4.72 -0.40
C -0.76 1.93 -3.82 0.77
C -1.40 3.00 -4.58 -1.88
C 1.31 -1.15 -5.00 -1.16
H -0.23 2.29 -2.88 0.14
H -1.56 1.25 -3.74 0.11
H -2.10 3.55 -4.03 0.38
H -1.87 2.92 -5.57 0.36
H -0.69 3.77 -4.74 0.51
H 1.41 -0.96 -6.01 0.51
H 0.22 -1.55 -5.04 0.24
H 2.03 -1.79 -4.66 0.35
O -5.10 1.18 -0.63 -0.68
S -4.55 1.92 -1.68 1.14
O -3.28 2.41 -1.60 -0.32
O -4.42 0.84 -3.00 -0.43
C -3.87 -0.40 -2.59 0.36
C -3.96 -1.43 -3.72 -1.60
C -5.69 3.18 -2.22 -1.03
H -4.47 -0.94 -1.93 0.49
H -2.79 -0.31 -2.13 -0.09
H -3.40 -2.39 -3.49 0.37
H -3.43 -1.25 -4.62 0.39
H -4.86 -1.84 -4.18 0.39
H -6.80 2.96 -1.99 0.31
H -5.35 3.37 -3.36 0.27
H -5.50 4.01 -1.75 0.47
C -0.06 6.01 1.12 -0.51
C -0.51 4.55 1.24 0.00
O -0.24 4.13 -0.02 0.08
C 0.52 5.05 -0.81 0.48
O 1.10 4.89 -1.88 -0.53
O 0.63 6.17 -0.06 -0.37
H 0.55 6.43 1.96 0.29
H -0.83 6.83 1.02 0.27
H -1.57 4.53 1.66 0.20
H 0.01 3.96 1.91 0.10
C 3.00 -2.91 0.58 0.21
C 2.84 -2.33 -0.87 -0.27
O 1.65 -3.00 -1.25 -0.31
C 1.23 -3.91 -0.40 0.53
O 0.35 -4.60 -0.52 -0.43
O 2.15 -4.02 0.59 -0.39
H 2.68 -2.21 1.32 -0.52
H 4.05 -2.99 0.68 0.59
H 3.74 -2.63 -1.16 0.59
H 2.66 -1.18 -1.00 -0.01
C 3.18 2.71 0.32 -0.03
C 3.29 3.00 1.82 -0.16
O 3.82 1.68 2.31 -0.32
C 3.97 0.90 1.31 0.71
O 4.40 -0.25 1.45 -0.63
O 3.53 1.37 0.24 -0.31
H 3.61 3.33 -0.40 0.41
H 2.15 2.56 0.11 -0.19
H 2.26 3.35 2.11 0.16
H 4.24 3.57 2.07 0.33
C 0.02 -0.42 0.58 0.27
C -0.97 0.78 0.52 0.64
O -0.94 1.35 1.77 -0.45
C 0.09 0.77 2.54 0.42
O 0.28 0.99 3.69 -0.60
O 0.58 -0.20 1.86 0.31
H 0.80 -0.49 -0.09 -0.34
H -0.41 -1.45 0.48 -0.13
H -2.07 0.53 0.34 -0.01
H -0.40 1.47 -0.11 -0.11
C 2.91 -1.86 4.19 0.21
C 1.91 -2.06 5.31 -0.53
O 1.97 -3.34 5.39 -0.38
C 2.64 -4.02 4.47 0.63
O 2.57 -5.18 4.20 -0.54
O 3.29 -3.14 3.76 -0.30
H 3.60 -1.08 4.42 0.43
H 2.31 -1.45 3.13 -0.32
H 1.01 -1.77 5.00 0.36
H 2.30 -1.44 5.99 0.46
C -0.77 -4.39 2.96 1.01
C -1.08 -5.77 2.62 -0.44
O -2.38 -5.97 3.23 -0.33
C -2.54 -5.02 4.19 0.63
O -3.53 -4.92 4.88 -0.56
O -1.58 -4.08 4.17 -0.31
H -0.77 -3.67 2.15 -0.25
H 0.32 -4.13 2.93 -0.43
H -0.30 -6.25 3.25 0.28
H -1.05 -5.91 1.54 0.37